# 1
Density functional theory data (wB97M-V/def2-TZVPD) for a structure of composition C17H30MgN6O3Se in a non-equilibrium geometry.

Atoms and positions in Å:
Mg -0.33811 0.20321 -0.66795
C 3.91550 -0.04086 2.42747
O 3.37732 0.25428 1.09371
C 2.05362 0.28333 0.85893
O 1.60628 0.32371 -0.27655
N 1.25318 0.35414 1.92422
N -0.15933 0.33641 1.69218
H 4.97845 -0.02502 2.29425
H 3.63650 -1.04623 2.68395
H 3.46592 0.69502 3.18010
H 1.52930 0.02814 2.88434
H -0.53411 1.23902 2.01372
H -0.57693 -0.45159 2.16299
N -0.33732 -2.11872 -0.71513
C -1.45429 -2.77752 -1.42766
C -2.77591 -2.24144 -0.87456
C -3.16365 -0.78438 -1.40546
N -2.53355 0.31314 -0.80746
H 0.55144 -2.32450 -1.16592
H -0.28667 -2.60145 0.14290
H -1.34661 -3.85534 -1.23522
H -1.35511 -2.55588 -2.45130
H -2.70408 -2.22398 0.21930
H -3.53909 -3.01993 -1.19866
H -4.20368 -0.80192 -1.29175
H -2.92136 -0.83625 -2.46560
H -3.11030 0.78546 -0.11955
H -2.23120 1.05128 -1.48149
Se 1.14874 -1.23606 4.56900
C 0.21310 -2.49381 3.49066
C 0.87010 -3.28615 2.53437
C 0.16792 -4.32349 1.93652
C -1.18574 -4.51381 2.14368
C -1.92592 -3.58951 2.96082
C -1.19026 -2.64438 3.66576
H 1.97809 -3.18099 2.50696
H 0.71440 -5.07102 1.28028
H -1.77460 -5.26201 1.60127
H -3.00535 -3.70155 3.09750
H -1.67865 -2.08206 4.47940
C 0.63010 3.76733 -3.30188
C 0.81327 4.04662 -1.77803
C 2.31699 3.81021 -1.51679
C 0.44749 5.49394 -1.41983
C -0.04634 3.08611 -1.03190
N -0.73977 2.43487 -0.38514
H 1.03100 4.60666 -3.86213
H -0.48410 3.82298 -3.56507
H 1.01524 2.83559 -3.67490
H 2.76360 4.48377 -2.21214
H 2.49099 2.76201 -1.64171
H 2.51434 3.95836 -0.47175
H 1.13201 6.14710 -1.93582
H 0.63179 5.68996 -0.35070
H -0.55317 5.70442 -1.72485
O -0.36417 -0.12331 -4.93510
C -0.35317 0.18765 -3.80004
N -0.37416 0.50844 -2.65224

Properties
HOMO = -6.631 eV
Total charge = 0
ΔE to the lowest compared entry with this formula, charge and spin = 0.852 eV
Orbital gap = 6.83 eV

---

# 2
Density functional theory data (wB97M-V/def2-TZVPD) for a cluster of 2 separate species, C12H17N in total in a non-equilibrium geometry.

Atoms and positions in Å:
C -0.92447 -3.59950 1.94251
C -0.10737 -2.34263 2.28021
C -0.82957 -3.96346 0.46281
H -0.56888 -4.50053 2.43815
H -1.93244 -3.32887 2.25809
H -0.52680 -1.39360 1.95022
H -1.13667 -3.26525 -0.31037
H 0.17911 -4.25949 0.11359
H 0.93777 -2.39832 1.97142
H -0.10534 -2.21221 3.36234
H -1.25493 -4.95079 0.25061
C 3.02614 1.60586 -0.39156
C -0.72043 1.35895 -0.74218
C 0.49703 2.09940 -0.81290
C 1.57488 1.26079 -0.42458
C 1.00732 0.09193 -0.02239
C -1.90585 3.07812 -1.89090
C -1.92493 1.87220 -1.19064
C -0.74938 3.88294 -1.91487
C 0.38772 3.38460 -1.30676
N -0.38274 0.13940 -0.17473
H -2.81277 3.35380 -2.41405
H -2.86035 1.39913 -0.92871
H -0.60627 4.89218 -2.26180
H 1.26772 4.03048 -1.30545
H -0.99964 -0.62684 -0.01903
H 1.35213 -0.88940 0.25926
H 3.04406 2.69825 -0.43571
H 3.57986 1.29668 -1.27696
H 3.49507 1.28618 0.53435

Properties
HOMO = -7.747 eV
Total charge = 0
ΔE to the lowest compared entry with this formula, charge and spin = 0.969 eV
Orbital gap = 8.60 eV

---

# 3
Density functional theory data (wB97M-V/def2-TZVPD) for a structure of composition C34H33O9P4Ti.

Atoms and positions in Å:
Ti -0.57832 1.58204 0.29385
O 0.42912 2.86016 -2.31350
P 1.08218 3.63807 -1.07384
O 2.30735 4.36096 -1.38648
O 1.10025 2.50922 -0.00760
O -0.08819 4.64986 -0.57379
P -1.48129 4.20983 0.12760
O -0.95887 3.58246 1.55894
O -2.40037 5.32884 0.20718
O -1.86679 2.84643 -0.47757
H 0.46215 3.37293 -3.13085
H -0.41548 4.17221 2.09651
C 1.88863 -2.41656 -1.63843
C 1.96225 -1.01155 -1.01052
P 3.18950 -0.92327 0.38738
C 2.40321 0.21275 1.60645
C 1.03511 0.15737 1.91698
C 0.49692 0.94207 2.93933
C 1.31506 1.79093 3.67228
C 2.66341 1.85736 3.36602
C 3.19884 1.07930 2.34930
C 4.45098 0.20988 -0.31333
C 4.13776 1.48002 -0.80119
C 5.12466 2.28839 -1.33809
C 6.43860 1.83592 -1.39409
C 6.76177 0.57736 -0.91166
C 5.76912 -0.23259 -0.37059
C 0.83760 -3.34122 -1.01640
P 1.09435 -3.57973 0.79933
C -0.36360 -4.58746 1.27057
C -0.59947 -4.70807 2.64195
C -1.63798 -5.49094 3.12062
C -2.46891 -6.15572 2.22888
C -2.26038 -6.02466 0.86488
C -1.21670 -5.24295 0.38753
C 2.40192 -4.86827 0.79309
C 3.64126 -4.54450 1.34082
C 4.67400 -5.47356 1.34924
C 4.47295 -6.73678 0.81463
C 3.23809 -7.07068 0.27271
C 2.20966 -6.14221 0.26205
H 2.87064 -2.89544 -1.57266
H 1.66392 -2.31492 -2.70233
H 0.97281 -0.71257 -0.66491
H 2.27077 -0.28835 -1.76544
H 0.38696 -0.55538 1.41232
H -0.56067 0.86973 3.16169
H 0.90117 2.39517 4.46928
H 3.31227 2.52143 3.92316
H 4.25662 1.15110 2.13116
H 3.12058 1.84508 -0.74655
H 4.86107 3.27073 -1.70919
H 7.20982 2.46886 -1.81434
H 7.78451 0.22532 -0.95433
H 6.01619 -1.21666 0.01043
H 0.85093 -4.30649 -1.52878
H -0.15391 -2.89484 -1.14131
H 0.04963 -4.18526 3.33622
H -1.80013 -5.58074 4.18725
H -3.28338 -6.76630 2.59792
H -2.91311 -6.53191 0.16579
H -1.07009 -5.15368 -0.68193
H 3.79342 -3.55374 1.75032
H 5.63294 -5.20898 1.77622
H 5.27507 -7.46361 0.82330
H 3.07718 -8.05955 -0.13788
H 1.24432 -6.41658 -0.14850
O -1.31628 0.00741 -0.78493
C -2.18704 -0.20138 0.12670
O -1.98726 0.39271 1.24004
C -3.38374 -1.01008 -0.12862
C -3.64657 -1.45700 -1.42152
C -4.80701 -2.16423 -1.67793
C -5.69729 -2.43046 -0.64461
C -5.42623 -1.99782 0.64637
C -4.26985 -1.28384 0.90802
H -2.94588 -1.22172 -2.21167
H -5.02362 -2.50173 -2.68287
H -6.60689 -2.98082 -0.84909
H -6.11983 -2.21476 1.44779
H -4.04277 -0.92505 1.90284

Properties
HOMO (alpha / beta) = -8.158 / -8.166 eV
Total charge = 0
2S+1 = 2
Orbital gap (alpha / beta) = 7.75 / 7.82 eV

---

# 4
Density functional theory data (wB97M-V/def2-TZVPD) for a structure of composition C43H36N6O5PRuS3 in a non-equilibrium geometry.

Atoms and positions in Å:
Ru 0.10703 0.00859 -0.19302
N -1.80287 -0.18727 3.73539
C -1.49718 -0.27091 2.42246
S -1.15416 1.20340 1.57734
N -1.62389 -1.44404 1.86894
N -1.19853 -1.49434 0.58262
C -1.55156 -2.48735 -0.14624
C -2.47490 -3.53053 0.35871
C -3.71113 -3.70887 -0.25631
C -4.60932 -4.63898 0.25022
C -4.27077 -5.39475 1.36363
C -3.03150 -5.22197 1.97148
C -2.13687 -4.28567 1.47896
C -1.06349 -2.49365 -1.52556
C -1.41519 -3.47412 -2.43706
C -1.08354 -3.30142 -3.76986
C -0.38757 -2.16861 -4.15109
C 0.00587 -1.28405 -3.16264
N -0.31521 -1.45453 -1.88168
H -1.52923 0.65788 4.20302
H -1.75453 -1.04590 4.25948
H -3.97244 -3.09732 -1.11535
H -5.57521 -4.76703 -0.22249
H -4.97264 -6.11719 1.76184
H -2.76450 -5.81301 2.83859
H -1.17456 -4.13126 1.95512
H -1.96639 -4.34050 -2.10411
H -1.38063 -4.03865 -4.50523
H -0.14705 -1.96888 -5.18585
H 0.60654 -0.41453 -3.39559
O 1.41712 -2.91192 2.74659
S 1.69135 -1.79666 1.88038
O 1.06864 -0.53507 2.28507
O 1.46681 -2.02789 0.42626
C 3.38264 -1.32852 2.00160
C 4.29951 -2.02077 2.76954
C 5.57306 -1.49434 2.93007
C 5.89641 -0.27756 2.34607
C 4.96725 0.40417 1.57028
C 3.69658 -0.11933 1.37633
P 2.50998 0.73689 0.22411
C 2.63608 2.45138 0.81103
C 2.31048 2.64735 2.15577
C 2.34079 3.91995 2.69919
C 2.68051 5.01085 1.90546
C 2.97134 4.82512 0.56347
C 2.94498 3.54873 0.01305
C 3.53648 0.52575 -1.27442
C 3.17309 -0.53702 -2.09995
C 3.91161 -0.83393 -3.23649
C 5.03188 -0.07645 -3.55316
C 5.40759 0.97600 -2.72790
C 4.66472 1.27738 -1.59536
H 3.99679 -2.94500 3.24580
H 6.31117 -2.02944 3.51431
H 6.87893 0.15010 2.50041
H 5.23744 1.35754 1.13063
H 2.01347 1.79555 2.75963
H 2.09496 4.06772 3.74303
H 2.70842 6.00586 2.33230
H 3.21809 5.67413 -0.06266
H 3.15666 3.42116 -1.03906
H 2.31979 -1.14434 -1.83264
H 3.61140 -1.65538 -3.87668
H 5.61635 -0.30957 -4.43503
H 6.28167 1.56895 -2.96986
H 4.96660 2.11393 -0.97892
C -5.95698 1.72123 3.51141
C -5.20001 1.45613 2.23455
C -4.83597 0.15823 1.88513
C -4.16354 -0.09639 0.70104
C -3.83618 0.96276 -0.13063
C -4.19430 2.26384 0.18954
C -4.87370 2.50156 1.37100
S -2.99279 0.65324 -1.63794
O -3.06752 -0.76780 -1.86070
O -3.56785 1.51175 -2.63922
N -1.45169 1.09149 -1.35499
C -0.71180 1.87987 -2.20788
C -1.17568 2.86742 -3.10615
C -0.26409 3.53746 -3.88059
C 1.09570 3.24533 -3.77219
C 1.46820 2.30480 -2.84587
N 0.59109 1.63821 -2.07230
H -5.66818 1.01405 4.29060
H -7.03246 1.61531 3.34861
H -5.77313 2.73289 3.87640
H -5.07389 -0.66570 2.55014
H -3.88148 -1.10355 0.42301
H -3.93196 3.07539 -0.47906
H -5.15695 3.51630 1.63100
H -2.23012 3.06595 -3.17586
H -0.60586 4.30148 -4.56904
H 1.84068 3.73835 -4.38197
H 2.50519 2.05053 -2.72201

Properties
HOMO (alpha / beta) = -7.509 / -7.469 eV
Total charge = 0
2S+1 = 2
ΔE to the lowest compared entry with this formula, charge and spin = 2.284 eV
Orbital gap (alpha / beta) = 7.01 / 6.45 eV

---

# 5
Density functional theory data (wB97M-V/def2-TZVPD) for a structure of composition C25H28BrFNPd in a non-equilibrium geometry.

Atoms and positions in Å:
Pd 0.07778 -1.45682 -1.50884
C 1.23878 0.98695 2.59085
C 1.58320 1.70746 1.28488
C 2.39881 0.79390 0.37831
C 0.40412 2.26717 0.51291
C 0.36360 3.64712 0.36860
C -0.61853 4.27918 -0.36910
C -1.54500 3.50669 -1.04007
C -1.53496 2.12364 -0.94767
C -2.51733 1.38048 -1.83142
C -1.74485 0.76315 -3.00055
C -3.36479 0.33461 -1.10463
C -0.58375 1.47745 -0.12527
N -0.64340 0.09399 0.05935
C -1.29395 -0.36947 1.13124
C -1.93097 0.46184 2.09289
C -2.51433 -0.03815 3.23069
C -2.54169 -1.40092 3.49167
C -1.99784 -2.25747 2.54523
C -1.41607 -1.75032 1.41180
F -0.92367 -2.66281 0.49149
H 2.15229 0.82608 3.16249
H 0.78249 0.02045 2.40191
H 0.55608 1.57641 3.19913
H 2.21240 2.56652 1.55247
H 1.75466 -0.00951 0.02045
H 3.24105 0.36164 0.91509
H 2.77654 1.33720 -0.48600
H 1.12145 4.24918 0.85277
H -0.64045 5.35714 -0.44577
H -2.30067 3.99292 -1.64677
H -3.20668 2.13361 -2.24343
H -1.01695 0.01108 -2.61682
H -1.18798 1.53757 -3.52636
H -2.42069 0.27088 -3.69973
H -2.80700 -0.59011 -0.96339
H -4.26230 0.10638 -1.67860
H -3.67150 0.70626 -0.12803
H -1.93030 1.52914 1.92109
H -2.96095 0.64757 3.94141
H -2.98031 -1.78927 4.40051
H -2.01962 -3.32857 2.68393
C -1.15694 -2.73377 -2.77636
H -0.77784 -3.73694 -2.54472
H -1.01301 -2.51809 -3.84195
H -2.22101 -2.67699 -2.53052
Br 6.44441 -2.50452 0.71979
C 4.70414 -2.31775 -0.08965
C 4.58669 -1.63721 -1.28397
C 3.32074 -1.42799 -1.81588
C 2.16618 -1.89575 -1.18230
C 2.35045 -2.62984 -0.00515
C 3.60025 -2.83403 0.55634
H 5.46866 -1.24655 -1.77028
H 3.24718 -0.85647 -2.73507
H 1.48870 -3.02091 0.52833
H 3.70471 -3.36340 1.49267

Properties
HOMO (alpha / beta) = -4.021 / -3.991 eV
Total charge = -1
Orbital gap (alpha / beta) = 6.46 / 6.63 eV

---

- The lowest total charge belongs to which entry?
  C25H28BrFNPd

---

- Number 2 is which compound?
  C12H17N

---

- Look up the total charge of the first one.
  0